ORCA calculation (wB97M-V/def2-TZVPD) on an isolated molecule of C2H3ClOS.

Calculated values
**Molar mass**: 110.57 g mol⁻¹
**Total energy**: -27526.7815 eV
**Relative energy (zero: lowest compared OMol25 entry of this formula, charge and spin)**: 0.8156 eV
**E_LUMO**: -0.662 eV
**Total charge**: 0

Each line ends with the Löwdin charge.
Cartesian coordinates (Å):
O: 1.44 0.32 -0.72  -0.04
C: 0.15 0.62 -0.43  -0.98
S: -0.59 1.73 -1.40  0.75
C: -0.49 -0.10 0.66  -0.55
Cl: -0.50 -1.88 0.21  0.54
H: 1.43 -0.62 -0.83  0.06
H: 0.18 -0.09 1.59  0.11
H: -1.62 0.03 0.92  0.11

ORCA calculation (wB97M-V/def2-TZVPD) on a structure of composition C9H16AlO4S.

Calculated values
**Molar mass**: 247.27 g mol⁻¹
**Total energy**: -35218.0683 eV
**E_LUMO**: 3.095 eV
**Total charge**: -1

Each line ends with the Löwdin charge.
Cartesian coordinates (Å):
C: -2.61 -1.20 -2.77  -0.17
C: -2.40 0.31 -2.74  -0.54
S: -1.33 1.03 -1.44  0.89
C: -1.28 -0.21 -0.11  -0.40
C: 0.16 -0.62 0.29  -0.59
C: 0.80 -1.54 -0.78  -0.10
C: 1.30 -0.81 -1.99  -0.28
O: 1.02 -1.09 -3.12  0.01
C: 0.07 -1.39 1.67  -0.26
O: 0.46 -0.55 2.71  -0.21
Al: 1.75 0.47 2.03  0.18
C: 1.95 2.13 3.16  -0.19
C: 1.73 3.47 2.55  -0.39
O: 1.62 3.72 1.38  0.03
O: 0.93 0.54 0.45  -0.19
H: -3.29 -1.52 -1.97  0.06
H: -1.66 -1.73 -2.65  0.05
H: -3.04 -1.49 -3.73  0.07
H: -3.37 0.81 -2.69  0.05
H: -1.92 0.63 -3.67  0.06
H: -1.88 -1.08 -0.38  0.07
H: -1.73 0.25 0.78  0.09
H: 0.14 -2.36 -1.10  0.12
H: 1.69 -1.98 -0.29  0.12
H: 2.01 0.01 -1.77  0.13
H: -0.97 -1.74 1.83  0.11
H: 0.70 -2.30 1.60  0.11
H: 3.15 -0.33 1.86  -0.04
H: 1.30 2.07 4.05  0.06
H: 2.98 2.18 3.56  0.06
H: 1.70 4.33 3.27  0.10

ORCA calculation (wB97M-V/def2-TZVPD) on a structure of composition C11H18Cl4OOs.

Calculated values
**Molar mass**: 498.31 g mol⁻¹
**Total energy**: -66301.1033 eV
**Multiplicity**: 5
**Relative energy (zero: lowest compared OMol25 entry of this formula, charge and spin)**: 0.5227 eV
**E_LUMO (spin up / spin down)**: 5.252 / 5.123 eV
**Total charge**: -2

Each line ends with the Löwdin charge.
Cartesian coordinates (Å):
C: -0.68 0.82 -0.95  -0.39
C: -1.52 -0.31 -0.86  -0.37
C: -0.71 -1.46 -0.55  -0.39
C: -3.00 -0.33 -1.07  -0.11
C: 0.65 -1.04 -0.48  -0.39
C: 0.68 0.39 -0.72  -0.38
C: 1.91 1.19 -0.97  -0.07
C: -1.12 2.19 -1.33  -0.10
C: -1.21 -2.87 -0.48  -0.08
C: 1.83 -1.95 -0.44  -0.08
Os: -0.33 0.03 1.17  0.80
Cl: -2.59 -0.28 2.13  -0.26
Cl: -0.74 2.23 1.89  -0.10
Cl: -0.04 -1.86 2.58  0.05
H: -3.43 0.63 -0.77  0.06
H: -3.46 -1.12 -0.47  0.04
H: -3.24 -0.51 -2.12  0.07
H: -2.10 -2.93 0.17  0.06
H: -0.44 -3.54 -0.09  0.06
H: -1.50 -3.21 -1.49  0.06
H: 1.66 -2.73 0.30  0.05
H: 2.73 -1.41 -0.18  0.03
H: 1.97 -2.42 -1.42  0.07
H: 2.78 0.71 -0.52  0.06
H: 1.81 2.18 -0.50  0.05
H: 2.07 1.32 -2.05  0.07
H: -2.04 2.45 -0.80  0.05
H: -1.32 2.23 -2.41  0.06
H: -0.34 2.92 -1.10  0.06
O: 2.47 2.66 1.41  -0.15
H: 2.77 3.54 1.73  0.04
Cl: 2.74 -0.42 2.43  0.45
C: 1.07 -0.01 2.47  -1.24
H: 0.86 0.53 3.41  -0.04
H: 1.81 2.37 2.06  -0.05

ORCA calculation (wB97M-V/def2-TZVPD) on an isolated molecule of C4H4N2O.

Calculated values
**Molar mass**: 96.09 g mol⁻¹
**Total energy**: -9233.8442 eV
**Multiplicity**: 3
**Relative energy (zero: lowest compared OMol25 entry of this formula, charge and spin)**: 2.2284 eV
**E_LUMO (spin up / spin down)**: 0.833 / -2.020 eV
**Total charge**: 0

Each line ends with the Löwdin charge.
Cartesian coordinates (Å):
C: 2.20 -0.33 -0.05  -0.08
C: 1.25 -1.30 -0.23  -0.10
C: -0.12 0.38 0.21  -0.42
C: -1.63 0.49 0.14  0.01
N: 2.03 0.89 0.22  0.06
N: 0.70 1.25 -0.15  0.11
O: 0.16 -0.95 0.51  0.01
H: 1.22 -2.15 -1.02  0.15
H: -1.86 -0.42 -0.30  0.06
H: -2.05 1.32 -0.48  0.10
H: -1.89 0.80 1.16  0.10

Please write out number 4 again, unchanged.
ORCA calculation (wB97M-V/def2-TZVPD) on an isolated molecule of C4H4N2O.

Calculated values
**Molar mass**: 96.09 g mol⁻¹
**Total energy**: -9233.8442 eV
**Multiplicity**: 3
**Relative energy (zero: lowest compared OMol25 entry of this formula, charge and spin)**: 2.2284 eV
**E_LUMO (spin up / spin down)**: 0.833 / -2.020 eV
**Total charge**: 0

Each line ends with the Löwdin charge.
Cartesian coordinates (Å):
C: 2.20 -0.33 -0.05  -0.08
C: 1.25 -1.30 -0.23  -0.10
C: -0.12 0.38 0.21  -0.42
C: -1.63 0.49 0.14  0.01
N: 2.03 0.89 0.22  0.06
N: 0.70 1.25 -0.15  0.11
O: 0.16 -0.95 0.51  0.01
H: 1.22 -2.15 -1.02  0.15
H: -1.86 -0.42 -0.30  0.06
H: -2.05 1.32 -0.48  0.10
H: -1.89 0.80 1.16  0.10